Computed, not measured: one molecule with the formula C4H10N4O in a non-equilibrium geometry, with ωB97M-V with the def2-TZVPD basis set.

Bonds (Å) are listed after each position.
CARTESIAN COORDINATES (ANGSTROEM)
1 C -0.46437 1.60912 -1.69397  H5 1.092, H6 1.095, H7 1.121, N15 1.466
2 C -0.62323 0.95256 0.72644  N15 1.394, N16 1.373, O19 1.203
3 C 0.60200 -0.81501 1.69594  H9 1.085, H10 1.098, H11 1.131, N16 1.466
4 C 1.72662 -1.87056 -0.78900  H12 1.085, H13 1.087, H14 1.166, N18 1.370
5 H -0.65556 0.73531 -2.32111  C1 1.092
6 H -0.72077 2.52567 -2.23643  C1 1.095
7 H 0.64779 1.57044 -1.55831  C1 1.121
8 H -1.49515 2.52052 -0.17043  N15 1.030
9 H 0.07252 -0.39278 2.54427  C3 1.085
10 H 0.32945 -1.87825 1.67012  C3 1.098
11 H 1.72220 -0.73408 1.83228  C3 1.131
12 H 2.14349 -0.95495 -0.38142  C4 1.085
13 H 2.00886 -2.68709 -0.13013  C4 1.087
14 H 2.19813 -2.18440 -1.80833  C4 1.166
15 N -1.15527 1.57619 -0.40118  C1 1.466, C2 1.394, H8 1.030
16 N 0.11946 -0.17348 0.46882  C2 1.373, C3 1.466, N17 1.402
17 N -0.36240 -0.90322 -0.62651  N16 1.402, N18 1.248
18 N 0.40075 -1.76131 -1.11418  C4 1.370, N17 1.248
19 O -0.83937 1.38196 1.82930  C2 1.203

Computed properties:
orbital gap = 0.3670 hartree
HOMO = -0.34426 Eh
total charge = 0